No. 1
Computed, not measured: 2 unconnected molecules or ions with the total composition C3H7N2Si, with ωB97M-V/def2-TZVPD.

Each line ends with the Löwdin charge.
Atoms and positions in Å:
C (-2.3483, -0.6955, 0.2887)  -0.11
C (-1.0568, -0.8238, 0.7065)  -0.18
C (-1.1810, 0.9110, -0.5490)  -0.19
N (-2.4078, 0.3900, -0.5156)  0.05
N (-0.3322, 0.2455, 0.2689)  0.00
Si (2.7744, 0.0017, -0.0920)  1.05
H (-3.3151, -1.3163, 0.3986)  0.16
H (-0.6866, -1.4623, 1.4636)  0.09
H (-0.9811, 1.9003, -1.0131)  0.14
H (-3.3077, 0.5835, -0.9821)  0.19
H (2.8060, 1.2281, 0.8926)  -0.05
H (3.4208, 0.2043, -1.3412)  -0.12
H (2.0975, -1.4048, 0.3195)  -0.03

Forces on the atoms, in the same order (eV/Å):
C -2.18 -2.35 0.29
C -0.75 0.50 0.65
C 1.40 1.98 0.29
N -0.98 -0.54 -0.21
N -0.16 0.70 -2.15
Si -2.70 -0.34 2.76
H 2.13 0.99 0.12
H 0.33 -0.73 0.31
H -0.01 -1.12 0.26
H 1.30 0.57 0.11
H 0.07 -1.52 -0.99
H 0.29 -0.02 -0.90
H 1.27 1.87 -0.55

The calculation puts the HOMO energy at -12.568 eV. The energy relative to the best compared isomer or geometry (same formula, charge and spin) comes out at 70.79 kcal per mole. Its net charge is +1. For the frontier orbital gap, the calculation gives 6.07 eV. The calculation puts the electronic energy at -14072.4617 eV.

***

No. 2
Computed, not measured: a single CH2FPS2 molecule, with ωB97M-V/def2-TZVPD.

Each line ends with the Löwdin charge.
Atoms and positions in Å:
C (1.4850, -0.4154, 0.6147)  -0.56
F (2.7764, -0.7800, 0.6066)  -0.11
P (-0.9458, 0.2483, -0.0661)  0.03
S (0.9548, -0.3138, -0.9703)  0.67
S (-1.3226, 2.0804, 0.2491)  0.14
H (-1.6979, -0.0902, -1.1687)  -0.08
H (-1.2500, -0.7293, 0.7347)  -0.08

Forces on the atoms, in the same order (eV/Å):
C 1.35 -0.39 0.98
F -0.45 0.16 0.13
P 0.30 2.07 -3.22
S -0.95 0.18 -0.27
S 0.26 0.65 0.80
H -0.34 -0.64 -0.51
H -0.18 -2.03 2.09

The calculation puts the HOMO energy at -9.427 eV. The energy relative to the best compared isomer or geometry (same formula, charge and spin) comes out at 48.74 kcal per mole. For the frontier orbital gap, the calculation gives 9.02 eV. The calculation puts the electronic energy at -34743.2550 eV.

***

No. 3
Computed, not measured: a single C7H13N molecule, with ωB97M-V/def2-TZVPD.

Each line ends with the Löwdin charge.
Atoms and positions in Å:
C (0.9738, -1.2390, 0.7810)  -0.08
C (-1.9476, 0.3604, -0.9590)  -0.05
C (1.3210, 1.3699, 0.4765)  -0.02
C (-1.0991, -0.1568, 0.1579)  -0.43
C (1.0655, -0.0049, -0.0791)  -0.40
N (-1.5758, 0.1238, 1.4631)  0.07
C (-0.2439, -1.2735, -0.0915)  -0.07
C (1.3135, -0.4107, -1.4433)  -0.07
H (-1.1353, -0.3969, 2.2070)  0.07
H (-1.5911, 1.1128, 1.6901)  0.08
H (1.7086, -2.0153, 0.5838)  0.12
H (0.8236, -1.0627, 1.8428)  0.11
H (-0.4429, -2.0837, -0.7923)  0.13
H (-1.3731, 0.3978, -1.8884)  0.07
H (-2.8262, -0.2751, -1.1387)  0.08
H (-2.3257, 1.3623, -0.7323)  0.07
H (0.9581, 2.1340, -0.2123)  0.09
H (2.4092, 1.4916, 0.5699)  0.10
H (0.8689, 1.5230, 1.4577)  0.07
H (1.1380, 0.2843, -2.2532)  0.03
H (1.9804, -1.2413, -1.6396)  0.04

Forces on the atoms, in the same order (eV/Å):
C 0.06 -0.06 0.13
C -0.12 -0.13 0.09
C -0.82 0.07 0.05
C -0.54 -1.33 -0.31
C 1.14 -1.70 -1.61
N 0.17 0.39 0.22
C -1.09 1.43 1.67
C 0.79 0.92 0.15
H -0.01 0.01 -0.06
H 0.06 -0.04 0.03
H -0.07 0.10 -0.01
H 0.03 -0.02 -0.06
H 0.47 0.56 -0.33
H 0.06 0.00 0.02
H 0.05 0.05 -0.03
H 0.04 -0.04 0.01
H 0.04 -0.02 0.03
H -0.19 -0.24 -0.11
H 0.00 0.02 -0.03
H 0.18 0.16 0.04
H -0.25 -0.15 0.11

The calculation puts the HOMO energy (spin up / spin down) at -5.317 / -5.336 eV. The energy relative to the best compared isomer or geometry (same formula, charge and spin) comes out at 124.37 kcal per mole. For the frontier orbital gap (spin up / spin down), the calculation gives 6.11 / 6.12 eV. The calculation puts the electronic energy at -8954.5394 eV.